{
  "formula": "C64H168As2F12N10O10",
  "method": "ωB97M-V/def2-TZVPD",
  "symbols": ["C", "C", "N", "C", "C", "C", "C", "C", "O", "C", "H", "H", "H", "H", "H", "H", "H", "H", "H", "H", "H", "H", "H", "H", "H", "H", "H", "H", "H", "H", "C", "C", "N", "C", "C", "C", "C", "C", "O", "C", "H", "H", "H", "H", "H", "H", "H", "H", "H", "H", "H", "H", "H", "H", "H", "H", "H", "H", "H", "H", "C", "C", "N", "C", "C", "C", "C", "C", "O", "C", "H", "H", "H", "H", "H", "H", "H", "H", "H", "H", "H", "H", "H", "H", "H", "H", "H", "H", "H", "H", "C", "C", "N", "C", "C", "C", "C", "C", "O", "C", "H", "H", "H", "H", "H", "H", "H", "H", "H", "H", "H", "H", "H", "H", "H", "H", "H", "H", "H", "H", "C", "C", "N", "C", "C", "C", "C", "C", "O", "C", "H", "H", "H", "H", "H", "H", "H", "H", "H", "H", "H", "H", "H", "H", "H", "H", "H", "H", "H", "H", "C", "C", "N", "C", "C", "C", "C", "C", "O", "C", "H", "H", "H", "H", "H", "H", "H", "H", "H", "H", "H", "H", "H", "H", "H", "H", "H", "H", "H", "H", "C", "C", "C", "O", "C", "N", "H", "H", "H", "H", "H", "H", "H", "H", "H", "H", "H", "H", "C", "C", "C", "O", "C", "N", "H", "H", "H", "H", "H", "H", "H", "H", "H", "H", "H", "H", "C", "C", "C", "O", "C", "N", "H", "H", "H", "H", "H", "H", "H", "H", "H", "H", "H", "H", "C", "C", "C", "O", "C", "N", "H", "H", "H", "H", "H", "H", "H", "H", "H", "H", "H", "H", "As", "F", "F", "F", "F", "F", "F", "As", "F", "F", "F", "F", "F", "F"],
  "xyz": [[-2.597, 0.995, -7.482], [-1.397, 0.392, -6.674], [-1.748, -0.052, -5.220], [-0.587, -0.933, -4.623], [-1.984, 1.262, -4.365], [-0.765, 2.238, -4.339], [-2.991, -0.977, -5.280], [-3.384, -1.647, -3.988], [-3.226, -3.052, -4.154], [-3.877, -3.820, -5.147], [-3.402, 0.262, -7.520], [-2.340, 1.361, -8.476], [-2.994, 1.804, -6.868], [-0.515, 1.033, -6.669], [-1.166, -0.551, -7.170], [-0.237, -1.759, -5.241], [-0.711, -1.168, -3.565], [0.334, -0.352, -4.619], [-2.094, 0.874, -3.353], [-2.963, 1.673, -4.609], [-1.048, 3.172, -3.854], [-0.466, 2.600, -5.323], [0.059, 1.805, -3.770], [-2.746, -1.618, -6.126], [-3.853, -0.367, -5.549], [-4.434, -1.489, -3.741], [-2.757, -1.371, -3.139], [-3.476, -3.664, -6.148], [-4.940, -3.595, -5.067], [-3.833, -4.885, -4.918], [-0.055, -5.278, -4.704], [0.762, -5.561, -3.354], [-0.080, -6.329, -2.269], [0.790, -6.261, -0.971], [-1.392, -5.439, -1.981], [-1.103, -3.901, -1.628], [-0.480, -7.792, -2.646], [0.702, -8.822, -2.517], [1.932, -8.412, -3.148], [3.043, -9.247, -2.946], [0.462, -4.887, -5.580], [-0.961, -4.685, -4.577], [-0.448, -6.268, -4.936], [1.161, -4.670, -2.869], [1.681, -6.122, -3.524], [0.175, -6.712, -0.192], [0.940, -5.230, -0.648], [1.718, -6.833, -0.976], [-1.794, -6.021, -1.151], [-1.970, -5.574, -2.895], [-2.069, -3.415, -1.491], [-0.652, -3.369, -2.466], [-0.477, -3.696, -0.759], [-0.933, -7.843, -3.637], [-1.219, -8.085, -1.900], [0.403, -9.726, -3.048], [1.047, -9.144, -1.535], [3.890, -8.776, -3.447], [2.917, -10.239, -3.379], [3.195, -9.485, -1.893], [0.310, 5.232, 0.599], [0.848, 4.392, -0.637], [1.811, 5.142, -1.638], [2.319, 4.020, -2.672], [1.093, 6.311, -2.448], [1.962, 6.875, -3.599], [3.031, 5.818, -0.935], [3.845, 4.887, 0.020], [4.420, 3.756, -0.658], [5.507, 4.123, -1.550], [1.110, 5.531, 1.276], [-0.348, 4.550, 1.137], [-0.325, 6.016, 0.186], [-0.072, 4.030, -1.095], [1.342, 3.581, -0.102], [3.114, 4.464, -3.270], [1.507, 3.755, -3.349], [2.590, 3.075, -2.201], [0.694, 6.971, -1.678], [0.119, 5.849, -2.606], [1.470, 7.706, -4.105], [2.187, 6.155, -4.386], [2.815, 7.380, -3.146], [2.714, 6.669, -0.332], [3.675, 6.064, -1.779], [3.162, 4.518, 0.785], [4.566, 5.566, 0.473], [5.230, 4.877, -2.288], [5.768, 3.202, -2.070], [6.388, 4.613, -1.136], [2.053, -1.762, 8.383], [0.992, -1.209, 7.340], [-0.001, -2.259, 6.820], [-0.648, -2.889, 8.073], [-1.165, -1.602, 5.966], [-2.158, -0.631, 6.650], [0.654, -3.330, 5.952], [1.441, -2.968, 4.660], [0.738, -3.562, 3.467], [1.346, -3.324, 2.190], [2.718, -0.921, 8.581], [2.666, -2.585, 8.014], [1.640, -2.013, 9.359], [1.419, -0.856, 6.401], [0.347, -0.472, 7.818], [0.109, -3.564, 8.473], [-1.416, -3.557, 7.684], [-1.076, -2.180, 8.781], [-1.844, -2.387, 5.633], [-0.624, -1.296, 5.070], [-2.718, -1.188, 7.400], [-2.764, -0.310, 5.803], [-1.867, 0.295, 7.146], [-0.176, -3.995, 5.711], [1.257, -3.950, 6.615], [2.448, -3.386, 4.659], [1.504, -1.884, 4.562], [0.692, -3.728, 1.417], [2.336, -3.765, 2.078], [1.474, -2.286, 1.881], [-2.776, -4.176, 2.005], [-4.270, -3.837, 2.292], [-4.752, -2.452, 1.696], [-6.268, -2.281, 2.015], [-4.084, -1.358, 2.578], [-4.790, 0.028, 2.810], [-4.464, -2.177, 0.153], [-5.149, -3.133, -0.833], [-4.601, -4.412, -0.576], [-4.861, -5.473, -1.541], [-2.700, -4.296, 0.924], [-2.397, -5.081, 2.479], [-2.084, -3.381, 2.283], [-4.563, -3.803, 3.342], [-4.923, -4.484, 1.707], [-6.810, -3.094, 1.532], [-6.772, -1.365, 1.706], [-6.305, -2.275, 3.104], [-3.126, -1.022, 2.180], [-3.753, -1.682, 3.565], [-4.250, 0.597, 3.566], [-5.652, -0.314, 3.383], [-5.035, 0.655, 1.953], [-3.392, -2.365, 0.097], [-4.682, -1.118, 0.015], [-4.815, -2.803, -1.817], [-6.236, -3.101, -0.766], [-4.614, -5.365, -2.597], [-5.924, -5.688, -1.647], [-4.308, -6.393, -1.354], [5.110, -4.419, 3.412], [5.312, -3.670, 2.070], [6.399, -2.468, 1.903], [7.802, -2.895, 2.353], [6.497, -2.111, 0.390], [7.479, -0.952, -0.038], [6.050, -1.273, 2.848], [4.602, -0.746, 2.780], [4.219, -0.462, 1.464], [4.204, 0.919, 1.042], [4.855, -3.700, 4.190], [5.942, -5.063, 3.700], [4.342, -5.182, 3.287], [4.362, -3.199, 1.819], [5.614, -4.330, 1.256], [8.393, -1.989, 2.217], [8.104, -3.705, 1.688], [7.789, -3.198, 3.400], [5.510, -1.773, 0.075], [6.794, -3.023, -0.127], [7.489, -0.698, -1.098], [8.531, -1.142, 0.172], [7.157, -0.028, 0.441], [6.771, -0.534, 2.499], [6.421, -1.322, 3.872], [4.479, 0.111, 3.442], [3.937, -1.503, 3.194], [5.244, 1.230, 1.134], [3.530, 1.530, 1.642], [3.823, 0.931, 0.020], [6.054, 0.305, -5.337], [4.788, -0.590, -5.291], [3.734, 0.189, -4.435], [2.890, -0.770, -3.792], [2.860, -0.689, -2.389], [4.244, -0.839, -6.747], [5.043, -1.012, -7.340], [3.598, -1.615, -6.751], [3.830, 0.026, -7.066], [6.863, -0.359, -5.642], [6.318, 0.682, -4.348], [5.944, 1.219, -5.920], [4.993, -1.642, -5.090], [3.118, 0.862, -5.032], [4.275, 0.882, -3.790], [2.662, 0.325, -2.041], [3.830, -0.971, -1.979], [2.169, -1.358, -1.876], [-2.622, 8.226, 3.773], [-3.659, 7.125, 3.521], [-2.967, 5.853, 2.964], [-3.802, 4.671, 3.008], [-3.083, 3.528, 3.434], [-4.192, 6.750, 4.953], [-4.588, 7.520, 5.472], [-4.920, 6.062, 4.826], [-3.496, 6.185, 5.418], [-1.850, 7.877, 4.458], [-3.007, 9.131, 4.244], [-2.145, 8.538, 2.844], [-4.470, 7.582, 2.954], [-1.986, 5.687, 3.409], [-2.714, 6.047, 1.921], [-2.168, 3.397, 2.856], [-3.810, 2.722, 3.339], [-2.914, 3.525, 4.511], [4.457, 3.396, 4.223], [3.025, 3.673, 4.780], [1.897, 3.085, 3.931], [1.848, 1.677, 4.087], [0.678, 1.085, 3.540], [2.826, 3.022, 6.208], [3.513, 3.367, 6.863], [1.959, 3.408, 6.555], [2.738, 2.017, 6.172], [4.604, 2.322, 4.338], [5.224, 3.991, 4.719], [4.505, 3.520, 3.141], [2.736, 4.677, 5.093], [2.090, 3.411, 2.909], [0.935, 3.508, 4.221], [0.391, 1.430, 2.547], [-0.154, 1.376, 4.182], [0.790, 0.001, 3.507], [-5.305, 5.862, -4.151], [-4.903, 5.567, -2.779], [-3.521, 4.894, -2.703], [-2.990, 4.907, -1.367], [-3.549, 3.910, -0.549], [-4.958, 6.907, -2.010], [-5.861, 7.097, -1.598], [-4.381, 6.751, -1.196], [-4.481, 7.703, -2.407], [-5.390, 4.911, -4.677], [-4.604, 6.410, -4.781], [-6.294, 6.316, -4.214], [-5.669, 4.936, -2.328], [-2.829, 5.503, -3.285], [-3.392, 3.934, -3.202], [-4.570, 4.082, -0.209], [-2.895, 3.878, 0.322], [-3.422, 2.916, -0.979], [-6.271, 1.291, -2.215], [-4.491, 1.323, -2.633], [-5.997, 1.939, -0.563], [-8.056, 1.099, -1.861], [-6.565, 0.566, -3.891], [-5.992, -0.381, -1.716], [-6.544, 2.896, -2.882], [-0.820, 0.469, -0.112], [0.946, 0.789, 0.126], [-0.492, -0.981, -1.178], [-2.572, 0.149, -0.462], [-1.312, 1.757, 0.979], [-0.570, 1.607, -1.525], [-0.813, -0.630, 1.370]],
  "lowdin_charge": [-0.02, -0.14, -0.19, 0.03, -0.11, -0.07, -0.07, -0.17, -0.24, -0.07, 0.08, 0.11, 0.07, 0.11, 0.12, 0.11, 0.07, 0.07, 0.09, 0.12, 0.06, 0.08, 0.05, 0.13, 0.14, 0.12, 0.11, 0.09, 0.11, 0.09, -0.02, -0.12, -0.20, 0.02, -0.07, -0.04, -0.02, -0.15, -0.24, -0.09, 0.08, 0.04, 0.07, 0.09, 0.11, 0.11, 0.07, 0.11, 0.11, 0.11, 0.06, 0.05, 0.05, 0.13, 0.13, 0.14, 0.12, 0.10, 0.10, 0.09, -0.05, -0.13, -0.17, 0.05, -0.12, -0.02, -0.06, -0.17, -0.21, -0.06, 0.07, 0.06, 0.07, 0.10, 0.10, 0.09, 0.08, 0.09, 0.12, 0.11, 0.10, 0.09, 0.09, 0.14, 0.10, 0.09, 0.14, 0.08, 0.09, 0.11, -0.02, -0.13, -0.26, 0.04, -0.13, -0.04, -0.07, -0.11, -0.18, -0.09, 0.08, 0.08, 0.09, 0.10, 0.12, 0.11, 0.12, 0.13, 0.12, 0.10, 0.09, 0.07, 0.08, 0.14, 0.14, 0.11, 0.08, 0.07, 0.07, 0.08, -0.04, -0.10, -0.18, 0.04, -0.17, -0.05, -0.04, -0.17, -0.21, -0.05, 0.04, 0.09, 0.06, 0.13, 0.12, 0.11, 0.12, 0.11, 0.08, 0.11, 0.05, 0.07, 0.08, 0.10, 0.11, 0.11, 0.14, 0.07, 0.11, 0.09, -0.04, -0.10, -0.21, 0.04, -0.13, -0.03, -0.06, -0.20, -0.21, -0.05, 0.07, 0.09, 0.09, 0.08, 0.13, 0.10, 0.12, 0.11, 0.10, 0.13, 0.08, 0.09, 0.06, 0.12, 0.14, 0.11, 0.10, 0.09, 0.07, 0.07, -0.02, -0.23, -0.16, -0.19, -0.10, 0.25, 0.17, 0.17, 0.16, 0.10, 0.08, 0.11, 0.16, 0.13, 0.11, 0.07, 0.08, 0.09, -0.04, -0.23, -0.17, -0.18, -0.10, 0.25, 0.18, 0.16, 0.16, 0.09, 0.11, 0.10, 0.16, 0.12, 0.12, 0.07, 0.08, 0.09, 0.01, -0.22, -0.20, -0.20, -0.07, 0.24, 0.18, 0.16, 0.15, 0.07, 0.11, 0.08, 0.16, 0.12, 0.13, 0.05, 0.09, 0.07, -0.04, -0.31, -0.15, -0.21, -0.10, 0.26, 0.18, 0.13, 0.18, 0.11, 0.11, 0.12, 0.14, 0.13, 0.13, 0.10, 0.06, 0.07, 0.94, -0.32, -0.28, -0.27, -0.30, -0.27, -0.25, 1.00, -0.29, -0.29, -0.26, -0.27, -0.28, -0.30],
  "total_energy_ev": -258661.7088,
  "relative_energy_kj_mol": 165.3,
  "orbital_gap_ha": 0.277,
  "fmax_ev_per_a": 3.9,
  "total_charge": 8
}